(1)
6
Properties=species:S:1:pos:R:3 method="wB97M-V/def2-TZVPD" smiles="O=C[N+](=O)[O-]" homo_ev=-10.868 multiplicity=1 homo_lumo_gap_ha=0.3656 energy_ev=-8681.2665 e_above_lowest_ev=2.4179
C -0.3897 0.6904 0.0485
N 0.4115 -0.7075 -0.0648
O -1.5494 0.6387 0.1351
O 0.2677 -1.1047 -1.2810
O 0.9948 -1.0772 1.0157
H 0.2651 1.5602 0.1465

---

(2)
7
Properties=species:S:1:pos:R:3 method="wB97M-V/def2-TZVPD" homo_ev=-11.105 multiplicity=1 homo_lumo_gap_ha=0.3550 energy_ev=-19520.2355 e_above_lowest_ev=0.3187
C -1.7827 -0.2179 -0.3286
N -1.6846 -0.8360 0.6694
O -2.1266 0.0923 -1.3936
O 2.4711 1.6762 -0.7439
O 1.7651 -0.2379 0.7226
S 2.5523 0.2957 -0.3857
H -1.1946 -0.7724 1.4598

---

(3)
9
Properties=species:S:1:pos:R:3 method="wB97M-V/def2-TZVPD" homo_ev="-8.166 / -8.699" multiplicity=1 homo_lumo_gap_ha="0.2285 / 0.2861" energy_ev=-41189.9538 e_above_lowest_ev=0.0423
C 2.5192 0.9964 -1.6546
N -1.5581 -0.3827 1.2862
O 2.4983 0.8742 -0.4989
O -0.5392 -2.6050 1.4576
O 2.7137 1.0946 -2.7976
S -0.7991 1.0275 -0.9867
S -1.9813 1.1787 0.5969
S -0.5255 -1.4725 0.6118
H -2.3280 -0.7112 1.9853

---

(4)
9
Properties=species:S:1:pos:R:3 method="wB97M-V/def2-TZVPD" homo_ev="-8.239 / -10.246" multiplicity=1 homo_lumo_gap_ha="0.2318 / 0.3396" energy_ev=-23608.5334 e_above_lowest_ev=4.5428
C 0.9490 0.0921 -0.7863
N 1.3681 -1.0677 -0.3830
O 1.2166 -0.3488 -1.9721
O 0.6642 1.1572 -0.3105
O 1.6718 -2.2047 -0.2021
O -1.6951 1.2350 1.6355
O -1.0956 -0.3804 -0.2215
S -1.4643 0.9961 0.0005
H -1.6146 0.5212 2.2396